[1]
Computed, not measured: C35H38ClN3O2Ta as an isolated structure, with wB97M-V/def2-TZVPD.

Geometry (Å):
Ta (0.028, -0.340, 0.142)
C (-0.190, 0.162, 2.261)
C (0.524, 1.456, 2.349)
C (-0.327, 2.398, 2.828)
C (-1.587, 1.769, 3.148)
C (-1.519, 0.453, 2.828)
H (0.316, -0.713, 2.683)
H (1.564, 1.603, 2.099)
H (-0.096, 3.443, 2.980)
H (-2.443, 2.271, 3.578)
H (-2.288, -0.285, 2.992)
Cl (7.254, -0.600, -1.762)
C (5.662, -0.545, -1.090)
C (5.412, -1.164, 0.136)
C (4.148, -1.142, 0.697)
C (3.132, -0.504, 0.004)
O (1.887, -0.392, 0.478)
C (3.373, 0.140, -1.214)
C (2.320, 0.880, -1.873)
N (1.054, 0.836, -1.616)
C (0.212, 1.715, -2.370)
C (0.454, 2.144, -3.648)
C (-0.427, 3.050, -4.275)
C (-1.543, 3.489, -3.625)
C (-1.847, 3.011, -2.328)
C (-3.037, 3.360, -1.648)
C (-3.303, 2.786, -0.442)
C (-2.384, 1.866, 0.094)
N (-1.236, 1.553, -0.476)
C (-0.964, 2.121, -1.697)
C (4.661, 0.124, -1.760)
H (6.223, -1.664, 0.648)
H (3.945, -1.609, 1.650)
H (2.668, 1.570, -2.640)
H (1.309, 1.778, -4.200)
H (-0.211, 3.384, -5.280)
H (-2.227, 4.180, -4.100)
H (-3.731, 4.052, -2.108)
H (-4.208, 3.001, 0.108)
H (-2.607, 1.377, 1.032)
H (4.872, 0.626, -2.696)
C (-3.576, -1.664, 0.857)
C (-3.031, -3.009, 1.343)
C (-2.320, -2.906, 2.692)
C (-2.188, -3.766, 0.332)
C (-2.698, -4.979, -0.124)
C (-1.974, -5.798, -0.968)
C (-0.685, -5.433, -1.310)
C (-0.121, -4.233, -0.885)
C (1.343, -4.025, -1.221)
C (1.626, -2.955, -2.272)
C (2.182, -3.878, 0.047)
C (-0.914, -3.360, -0.114)
N (-0.524, -2.019, 0.124)
H (-4.275, -1.252, 1.587)
H (-4.110, -1.774, -0.091)
H (-2.772, -0.937, 0.725)
H (-3.905, -3.644, 1.505)
H (-1.397, -2.336, 2.618)
H (-2.067, -3.900, 3.064)
H (-2.964, -2.428, 3.434)
H (-3.680, -5.288, 0.213)
H (-2.392, -6.732, -1.320)
H (-0.084, -6.101, -1.916)
H (1.657, -4.966, -1.678)
H (1.325, -1.955, -1.951)
H (1.097, -3.169, -3.203)
H (2.695, -2.919, -2.499)
H (1.907, -2.995, 0.618)
H (3.241, -3.813, -0.207)
H (2.044, -4.745, 0.694)
C (-2.381, -1.403, -4.107)
C (-1.538, -1.678, -2.884)
O (-1.596, -0.562, -1.965)
H (-2.338, -2.252, -4.791)
H (-2.034, -0.515, -4.637)
H (-3.429, -1.257, -3.836)
H (-0.484, -1.776, -3.138)
H (-1.845, -2.592, -2.372)
H (-2.517, -0.424, -1.716)

E_LUMO in eV: -3.80
Max |F| in eV/A: 1.45
Charge: +1
Energy above the lowest of the compared OMol25 structures with the same formula, charge and spin in eV: 0.525
Highest occupied orbital energy in eV: -10.32

Atom charges from the Löwdin analysis, given in e for atoms 1 to 5: number 1, Ta, carries 1.788; number 2, C, carries -0.384; number 3, C, carries -0.154; number 4, C, carries -0.089; number 5, C, carries -0.112

=====

[2]
Computed, not measured: an isolated molecule of C4H10O2, with wB97M-V/def2-TZVPD.

Geometry (Å):
C (-2.120, -0.492, -0.350)
C (-1.052, 0.228, 0.541)
C (0.423, -0.367, 0.534)
O (0.403, -1.230, -0.572)
C (1.619, 0.666, 0.339)
O (2.456, 0.121, -0.682)
H (-3.092, 0.018, -0.244)
H (-1.890, -0.483, -1.422)
H (-2.291, -1.541, -0.083)
H (-0.986, 1.253, 0.152)
H (-1.472, 0.283, 1.550)
H (0.742, -0.976, 1.404)
H (0.940, -0.778, -1.234)
H (2.236, 0.813, 1.242)
H (1.252, 1.655, 0.038)
H (2.834, 0.829, -1.212)

E_LUMO in eV: 0.72
Max |F| in eV/A: 0.92
SMILES: CC[C@@H](O)CO
Energy above the lowest of the compared OMol25 structures with the same formula, charge and spin in eV: 1.486
Highest occupied orbital energy in eV: -9.71

Atom charges from the Löwdin analysis, given in e for atoms 1 to 5: number 1, C, carries -0.114; number 2, C, carries -0.170; number 3, C, carries -0.328; number 4, O, carries -0.069; number 5, C, carries -0.172

=====

[3]
Computed, not measured: an isolated molecule of C4H6N4, with wB97M-V/def2-TZVPD.

Geometry (Å):
C (1.341, 0.996, 0.064)
N (2.635, 0.733, -0.031)
N (2.810, -0.560, 0.004)
N (1.614, -1.177, 0.002)
C (0.604, -0.282, -0.001)
N (-0.711, -0.710, -0.055)
C (-1.641, 0.127, -0.768)
C (-1.677, 0.006, 0.760)
H (1.040, 2.058, 0.082)
H (1.643, -2.173, -0.210)
H (-1.364, 1.073, -1.221)
H (-2.508, -0.311, -1.203)
H (-2.477, -0.614, 1.192)
H (-1.311, 0.834, 1.385)

E_LUMO in eV: 0.97
Max |F| in eV/A: 3.20
SMILES: c1nn[nH]c1N1CC1
Energy above the lowest of the compared OMol25 structures with the same formula, charge and spin in eV: 3.121
Highest occupied orbital energy in eV: -9.12

Atom charges from the Löwdin analysis, given in e for atoms 1 to 5: number 1, C, carries -0.104; number 2, N, carries -0.033; number 3, N, carries -0.044; number 4, N, carries 0.053; number 5, C, carries -0.267

=====

[4]
Computed, not measured: a 2-piece molecular cluster, C4H11N2O overall, with wB97M-V/def2-TZVPD.

Geometry (Å):
C (1.189, 0.198, -2.255)
N (-0.026, 0.886, 2.371)
C (-0.021, -0.492, 2.322)
O (0.043, -1.133, 3.772)
C (-0.059, -0.474, -1.771)
C (-0.371, 0.913, -1.048)
N (-1.189, -0.889, -2.525)
H (1.126, 0.795, -3.165)
H (2.168, 0.217, -1.801)
H (-0.897, 1.212, 2.804)
H (-0.911, -0.985, 1.900)
H (0.930, -0.842, 1.922)
H (0.251, -1.162, -0.958)
H (-0.635, 1.726, -1.720)
H (0.293, 1.008, -0.190)
H (-1.345, 0.737, -0.522)
H (0.283, -0.295, 4.193)
H (-0.829, -1.419, -3.329)

E_LUMO (alpha / beta) in eV: 6.93 / 6.92
Max |F| in eV/A: 3.58
Charge: -2
Energy above the lowest of the compared OMol25 structures with the same formula, charge and spin in eV: 2.973
Highest occupied orbital energy (alpha / beta) in eV: 1.41 / 1.28
Expectation value of S²: 0.756
2S+1: 2

Atom charges from the Löwdin analysis, given in e for atoms 1 to 5: number 1, C, carries -0.092; number 2, N, carries -0.162; number 3, C, carries -0.525; number 4, O, carries -0.278; number 5, C, carries -0.707

=====

[5]
Computed, not measured: a 4-piece molecular cluster, C2H13NO3 overall, with wB97M-V/def2-TZVPD.

Geometry (Å):
C (0.392, -1.770, -2.453)
C (-0.762, -1.085, -1.763)
N (-0.675, -0.963, -0.306)
H (1.163, -1.088, -2.806)
H (0.935, -2.290, -1.645)
H (0.167, -2.646, -3.061)
H (-1.027, -0.105, -2.180)
H (-1.703, -1.615, -1.923)
H (-0.806, -1.786, 0.273)
H (0.278, -0.776, 0.000)
O (-0.255, 1.297, 3.282)
H (-0.767, 0.931, 2.545)
H (-0.739, 1.086, 4.079)
O (2.189, 1.873, 2.184)
H (1.706, 1.984, 1.372)
H (1.478, 1.715, 2.798)
O (-0.525, 1.850, 0.263)
H (-0.958, 1.074, -0.171)
H (-0.091, 2.312, -0.489)

E_LUMO in eV: 0.59
Max |F| in eV/A: 2.15
SMILES: CCN.O.O.O
Energy above the lowest of the compared OMol25 structures with the same formula, charge and spin in eV: 1.152
Highest occupied orbital energy in eV: -10.10

Atom charges from the Löwdin analysis, given in e for atoms 1 to 5: number 1, C, carries -0.100; number 2, C, carries -0.336; number 3, N, carries -0.047; number 4, H, carries 0.072; number 5, H, carries 0.069